{"formula": "C4H6O4Rb", "method": "ωB97M-V/def2-TZVPD", "e_above_lowest_kcal_mol": 45.7, "gap_ha": [0.303, 0.303], "homo_energy_ev": [-12.72, -12.72], "total_charge": 1, "e_lumo_ev": [-4.472, -4.474], "total_energy_ev": -13077.931, "species": ["O", "C", "H", "H", "C", "H", "H", "O", "Rb", "H", "O", "O", "C", "C", "H"], "xyz": [[-1.009, 1.512, -0.424], [-1.447, 1.390, -1.569], [-2.302, 0.706, -1.707], [-1.435, 2.802, -3.128], [-0.795, 1.991, -2.745], [0.206, 2.367, -2.509], [-0.772, 1.232, -3.543], [-0.479, -0.075, 0.740], [-2.022, 1.924, 3.604], [0.170, -2.907, 1.788], [0.658, -0.945, 1.907], [2.725, -3.646, 2.168], [0.954, -2.135, 1.818], [2.415, -2.517, 1.900], [3.135, -1.698, 1.700]], "forces_ev_per_a": [[-0.32, 0.14, -1.07], [0.63, -0.86, 1.77], [0.00, 0.18, -0.25], [0.22, -0.13, 0.04], [-0.22, 0.32, -0.61], [-0.33, -0.09, -0.04], [0.12, 0.24, 0.20], [-0.24, 0.13, 0.94], [0.20, -0.20, -0.40], [0.28, -0.08, -0.45], [0.57, -0.72, -0.72], [-0.07, 0.40, -0.12], [-0.97, 1.33, 0.45], [0.29, -0.52, 0.15], [-0.17, -0.15, 0.10]]}

{"formula": "C3H10O2", "method": "ωB97M-V/def2-TZVPD", "smiles": "CCO.CO", "e_above_lowest_kcal_mol": 25.6, "gap_ha": 0.411, "homo_energy_ev": -10.39, "e_lumo_ev": 0.801, "total_energy_ev": -7366.965, "species": ["C", "C", "O", "H", "H", "H", "H", "H", "H", "C", "O", "H", "H", "H", "H"], "xyz": [[0.724, 1.109, 1.179], [0.670, 1.923, -0.145], [-0.277, 3.023, 0.007], [-0.176, 0.516, 1.357], [1.577, 0.419, 1.184], [0.866, 1.862, 1.956], [0.331, 1.295, -0.955], [1.602, 2.472, -0.304], [-0.981, 2.573, 0.481], [-0.569, -2.243, -0.667], [-1.686, -3.090, -1.029], [-1.034, -1.583, 0.062], [0.303, -2.741, -0.220], [-0.127, -1.689, -1.494], [-1.222, -3.846, -1.409]], "forces_ev_per_a": [[0.61, 0.60, -0.82], [-0.48, 0.82, 1.40], [0.27, -1.14, 0.09], [-0.06, 0.21, -0.05], [-0.15, 0.15, 0.00], [-0.06, -0.31, 0.27], [0.36, -0.13, -0.57], [0.08, -0.72, -0.36], [-0.58, 0.51, 0.04], [-0.67, 0.28, 0.52], [1.86, -0.20, -0.23], [0.56, 0.36, -0.01], [-0.55, -0.39, 0.22], [-0.47, 0.20, -0.33], [-0.72, -0.24, -0.17]]}

{"formula": "C22H35Br3Cl3NO12Zr", "method": "ωB97M-V/def2-TZVPD", "gap_ha": 0.227, "homo_energy_ev": -13.59, "total_charge": 2, "e_lumo_ev": -7.421, "total_energy_ev": -298404.282, "species": ["Zr", "C", "C", "C", "C", "C", "C", "N", "O", "C", "C", "C", "H", "H", "H", "H", "H", "H", "H", "H", "H", "H", "H", "H", "H", "H", "H", "H", "H", "H", "C", "C", "O", "O", "H", "H", "H", "C", "Br", "Br", "Br", "H", "C", "Cl", "Cl", "Cl", "H", "C", "C", "O", "C", "O", "O", "H", "H", "H", "H", "C", "C", "O", "C", "O", "O", "H", "H", "H", "H", "C", "C", "O", "C", "O", "O", "H", "H", "H", "H"], "xyz": [[1.274, -1.083, 1.856], [-0.530, -2.281, -1.460], [0.766, -1.831, -2.114], [0.343, -0.926, -3.295], [1.490, -0.203, -3.996], [2.215, 0.628, -2.953], [2.712, -0.206, -1.776], [1.540, -0.948, -1.225], [1.857, -1.648, -0.052], [3.258, 0.749, -0.750], [3.853, -1.111, -2.225], [1.485, -3.051, -2.699], [-0.266, -3.026, -0.702], [-1.241, -2.726, -2.152], [-1.011, -1.441, -0.960], [-0.325, -0.164, -2.870], [-0.228, -1.516, -4.014], [1.032, 0.348, -4.819], [2.160, -0.897, -4.511], [1.483, 1.354, -2.569], [2.980, 1.232, -3.442], [3.986, 1.429, -1.198], [3.828, 0.260, 0.039], [2.500, 1.369, -0.271], [4.725, -0.491, -2.435], [3.611, -1.747, -3.065], [4.174, -1.760, -1.403], [1.974, -2.855, -3.653], [0.778, -3.849, -2.931], [2.260, -3.440, -2.036], [-1.265, 1.849, 0.576], [-0.367, 0.802, 1.025], [0.831, 1.033, 1.446], [-0.681, -0.447, 1.145], [-0.690, 2.771, 0.482], [-2.106, 2.125, 1.213], [-1.655, 1.566, -0.405], [-4.143, 3.849, 4.716], [-3.843, 3.772, 6.624], [-5.543, 2.632, 4.250], [-2.506, 3.464, 3.778], [-4.405, 4.872, 4.496], [-2.401, 6.118, 0.740], [-3.523, 4.787, 0.439], [-0.745, 5.522, 0.939], [-2.908, 7.052, 2.129], [-2.399, 6.755, -0.132], [5.550, 1.687, 4.100], [5.346, 2.578, 2.855], [4.462, 1.752, 2.044], [3.954, 0.820, 2.799], [3.140, -0.009, 2.404], [4.391, 0.819, 4.030], [5.542, 2.265, 5.015], [6.463, 1.107, 3.985], [6.253, 2.810, 2.310], [4.831, 3.507, 3.092], [-4.844, -0.819, -2.110], [-3.511, -0.198, -1.660], [-3.853, 1.177, -1.467], [-5.048, 1.449, -2.071], [-5.532, 2.516, -2.126], [-5.629, 0.298, -2.500], [-5.398, -1.383, -1.356], [-4.685, -1.531, -2.920], [-2.768, -0.292, -2.452], [-3.139, -0.554, -0.701], [-2.950, -4.524, 1.944], [-2.000, -5.638, 1.429], [-0.707, -4.982, 1.442], [-0.863, -3.725, 1.731], [0.081, -2.933, 1.713], [-2.078, -3.363, 2.004], [-3.334, -4.733, 2.937], [-3.758, -4.362, 1.240], [-2.268, -5.932, 0.420], [-1.985, -6.496, 2.090]], "forces_ev_per_a": [[-0.10, 0.37, -5.62], [0.36, 0.00, 1.18], [-0.35, 0.26, -1.92], [0.09, 0.15, 0.10], [-0.48, -0.59, -0.06], [-1.14, 0.53, -0.71], [0.53, -0.27, -0.51], [-0.57, 0.39, -0.10], [-0.56, 1.21, 3.85], [0.41, 0.48, 0.84], [0.46, -0.26, 0.65], [0.51, -0.43, 0.01], [-0.28, -0.05, -0.08], [0.22, -0.02, -0.29], [-0.02, -0.06, -0.03], [-0.05, 0.00, -0.19], [-0.02, -0.10, 0.14], [0.26, 0.52, 0.23], [0.03, -0.08, 0.23], [0.12, -0.02, 0.07], [0.42, -0.25, 0.40], [-0.16, -0.05, -0.26], [-0.13, -0.29, -0.06], [-0.14, -0.04, -0.14], [-0.07, -0.02, -0.33], [0.12, 0.13, -0.20], [-0.16, -0.03, -0.03], [0.01, 0.23, 0.09], [-0.07, 0.01, 0.27], [-0.20, -0.12, 0.10], [0.24, 0.91, -1.03], [0.53, -1.08, 1.66], [0.11, -0.62, 0.10], [0.32, 0.17, 0.15], [0.03, -0.06, -0.16], [-0.05, -0.64, 0.29], [-0.17, 0.09, 0.07], [0.14, -0.23, 0.67], [0.05, 0.10, -0.04], [-0.07, 0.14, -0.26], [0.16, 0.00, -0.11], [-0.19, -0.02, -0.25], [-0.17, -0.15, -0.06], [0.04, 0.00, -0.13], [0.14, -0.03, 0.05], [0.01, 0.11, 0.12], [-0.05, 0.07, -0.03], [0.31, 0.88, -0.91], [-0.08, 0.11, 0.77], [-0.12, -0.24, -0.17], [0.64, 0.69, 0.41], [-1.45, -1.25, -0.08], [0.13, -0.29, 0.08], [-0.09, -0.21, 0.19], [-0.15, -0.29, 0.31], [0.01, -0.25, -0.17], [-0.16, -0.08, -0.12], [0.10, -0.66, 0.17], [-0.68, 0.26, 0.12], [0.21, -0.10, -0.29], [-0.09, -0.85, 0.47], [-0.18, 0.73, -0.21], [0.39, 0.12, -0.23], [0.17, 0.29, 0.31], [-0.16, 0.39, -0.32], [0.15, 0.09, 0.12], [0.06, -0.27, -0.12], [0.32, -0.81, -0.19], [-0.79, 0.40, 0.36], [0.14, -0.13, -0.12], [-0.20, -0.17, -0.21], [1.16, 0.69, 1.10], [-0.35, 0.17, 0.04], [-0.01, 0.21, 0.07], [-0.04, 0.39, 0.09], [0.38, -0.06, -0.11], [0.26, -0.07, -0.04]]}